<A>
# C4H6N2S

The molecule C4H6N2S (wB97M-V/def2-TZVPD, the OMol25 dataset).

Computed properties:
**HOMO level**: -8.5 eV
**LUMO**: 0.5612 eV
**Net charge**: 0
**Frontier orbital gap**: 9.07 eV
**SMILES string**: N[C@@H]1C=CNC1=S

Positions of all 13 atoms, in Å:
N1 -0.605 1.807 -0.540
C1 -0.073 0.680 0.317
C2 1.335 0.125 0.087
C3 1.260 -1.171 -0.150
N2 -0.126 -1.623 -0.269
C4 -0.931 -0.608 0.035
S1 -2.546 -0.573 0.011
H1 -0.354 2.650 -0.065
H2 -1.638 1.713 -0.308
H3 -0.231 0.700 1.396
H4 2.230 0.719 0.255
H5 2.095 -1.903 -0.216
H6 -0.415 -2.515 -0.552



<B>
# C4H6N2S

The molecule C4H6N2S (wB97M-V/def2-TZVPD, the OMol25 dataset).

Computed properties:
**HOMO level (alpha / beta)**: -8.9 / -9.0 eV
**LUMO (alpha / beta)**: -1.2268 / -1.3357 eV
**Net charge**: 0
**Frontier orbital gap (alpha / beta)**: 7.64 / 7.63 eV

Positions of all 13 atoms, in Å:
C1 -0.406 2.118 -1.240
C2 0.880 -0.397 1.798
C3 -0.131 0.171 0.446
C4 -0.432 0.739 -1.084
N1 -0.456 3.255 -1.245
N2 -0.592 -1.841 -2.102
S1 -0.547 -0.320 -2.458
H1 0.314 -0.256 2.648
H2 0.982 -1.364 1.526
H3 -0.736 -0.791 0.333
H4 -0.599 0.907 0.915
H5 1.900 0.081 1.771
H6 -0.177 -2.303 -1.308



Relative energies, in hartree, with the most stable structure set to zero: <A> 0.0000; <B> 0.1553.



<A>
# C4H6N2S

The molecule C4H6N2S (wB97M-V/def2-TZVPD, the OMol25 dataset).

Computed properties:
**HOMO level**: -8.5 eV
**LUMO**: 0.3686 eV
**Net charge**: 0
**Frontier orbital gap**: 8.90 eV
**SMILES string**: CC(=S)NCC#N

Positions of all 13 atoms, in Å:
C1 -1.421 -1.291 -0.822
C2 -0.701 -0.612 0.412
S1 -1.078 -0.926 1.970
N1 0.306 0.090 0.062
C3 0.750 0.402 -1.287
C4 1.630 1.591 -1.309
N2 2.317 2.504 -1.112
H1 -1.681 -0.556 -1.537
H2 -2.322 -1.822 -0.526
H3 -0.711 -2.008 -1.267
H4 0.948 0.354 0.806
H5 1.247 -0.481 -1.687
H6 -0.142 0.621 -1.923



<B>
# C4H6N2S

A structure of composition C4H6N2S (wB97M-V/def2-TZVPD, the OMol25 dataset).

Computed properties:
**HOMO level**: -8.7 eV
**LUMO**: 0.7663 eV
**Net charge**: 0
**Frontier orbital gap**: 9.42 eV

Positions of all 13 atoms, in Å:
C1 -0.340 1.325 -0.071
C2 -1.670 -0.079 0.171
C3 -1.087 -1.299 -0.609
C4 -0.446 -0.824 0.629
H1 2.567 -0.057 1.043
H2 0.079 2.319 -0.178
H3 -2.670 -0.540 0.599
H4 -1.542 -2.295 -0.540
H5 -0.463 -1.123 -1.492
H6 -0.558 -1.390 1.624
N1 0.460 0.175 0.289
N2 -1.542 1.207 -0.168
S1 1.964 -0.083 -0.164



<C>
# C4H6N2S

The molecule C4H6N2S (wB97M-V/def2-TZVPD, the OMol25 dataset).

Computed properties:
**HOMO level**: -9.0 eV
**LUMO**: -0.2102 eV
**Net charge**: 0
**Frontier orbital gap**: 8.78 eV
**SMILES string**: C=N/N=C/[C@@H]1CS1

Positions of all 13 atoms, in Å:
C1 -1.516 0.403 -2.200
N1 -0.754 -0.624 -1.685
N2 -0.537 -0.553 -0.474
C2 0.808 -0.731 -0.264
C3 1.149 -0.571 1.183
C4 0.114 0.354 1.852
S1 1.871 1.081 1.880
H1 -1.925 1.509 -1.727
H2 -1.561 0.535 -3.334
H3 1.705 -0.830 -1.084
H4 1.514 -1.476 1.577
H5 -0.574 0.810 1.359
H6 -0.294 0.094 2.918



Relative energies, in hartree, with the most stable structure set to zero: <A> 0.0000; <B> 0.0948; <C> 0.1737.



<A>
# C4H6N2S

The molecule C4H6N2S (wB97M-V/def2-TZVPD, the OMol25 dataset).

Computed properties:
**HOMO level**: -9.2 eV
**LUMO**: 0.5633 eV
**Net charge**: 0
**Frontier orbital gap**: 9.79 eV
**SMILES string**: N#C[C@@H]1NCCS1

Positions of all 13 atoms, in Å:
N1 -0.603 -2.885 0.113
C1 -0.743 -1.797 -0.271
C2 -0.995 -0.417 -0.830
N2 0.235 0.177 -1.211
C3 1.050 0.447 -0.054
C4 0.232 0.778 1.199
S1 -1.587 0.527 0.662
H1 -1.823 -0.714 -1.535
H2 -0.122 1.074 -1.616
H3 1.809 1.321 -0.168
H4 1.714 -0.458 0.163
H5 0.359 0.141 2.044
H6 0.474 1.804 1.504



<B>
# C4H6N2S

The molecule C4H6N2S (wB97M-V/def2-TZVPD, the OMol25 dataset).

Computed properties:
**HOMO level**: -7.7 eV
**LUMO**: 0.7375 eV
**Net charge**: 0
**Frontier orbital gap**: 8.39 eV
**SMILES string**: NC1=CC=NSC1

Positions of all 13 atoms, in Å:
N1 -1.671 -0.884 -0.382
C1 -0.487 -0.269 -0.087
C2 0.676 -0.650 -0.694
C3 1.860 0.118 -0.443
N2 2.012 1.332 0.013
S1 0.634 2.115 0.625
C4 -0.540 0.817 0.979
H1 -1.568 -1.719 -0.944
H2 -2.491 -0.738 0.156
H3 0.663 -1.488 -1.392
H4 2.775 -0.375 -0.802
H5 -1.531 1.333 1.010
H6 -0.332 0.408 1.962



<C>
# C4H6N2S

The molecule C4H6N2S (wB97M-V/def2-TZVPD, the OMol25 dataset).

Computed properties:
**HOMO level**: -9.2 eV
**LUMO**: 0.6173 eV
**Net charge**: 0
**Frontier orbital gap**: 9.79 eV
**SMILES string**: CC1=NN=CCS1

Positions of all 13 atoms, in Å:
C1 -2.151 0.236 -0.800
C2 -0.811 -0.251 -0.255
N1 -0.617 -1.256 0.417
N2 0.787 -1.723 0.744
C3 1.657 -0.796 0.717
C4 1.549 0.698 0.392
S1 0.350 0.988 -0.835
H1 -1.932 0.046 -1.923
H2 -2.967 -0.463 -0.524
H3 -2.263 1.397 -0.531
H4 2.486 -1.282 1.076
H5 2.494 1.252 0.177
H6 1.419 1.154 1.346



Relative energies, in hartree, with the most stable structure set to zero: <A> 0.0171; <B> 0.0000; <C> 0.0678.



<A>
# C5H11O2

The ion C5H11O2 with charge -1 (wB97M-V/def2-TZVPD, the OMol25 dataset).

Computed properties:
**HOMO level**: -2.1 eV
**LUMO**: 3.4910 eV
**Net charge**: -1
**Frontier orbital gap**: 5.60 eV
**SMILES string**: [O-]CCCCCO

Positions of all 18 atoms, in Å:
O1 -2.304 -0.024 1.047
C1 -1.946 0.177 -0.191
C2 -1.043 -0.949 -0.691
C3 0.255 -0.659 -1.441
C4 1.073 0.504 -0.737
C5 1.249 0.220 0.723
O2 2.398 0.811 1.288
H1 -2.787 0.323 -0.918
H2 -1.302 1.168 -0.334
H3 -0.669 -1.642 0.059
H4 -1.687 -1.642 -1.304
H5 -0.069 -0.509 -2.452
H6 1.018 -1.506 -1.504
H7 0.552 1.474 -0.958
H8 2.001 0.545 -1.063
H9 1.288 -0.936 0.895
H10 0.375 0.502 1.347
H11 2.997 0.165 1.577



<B>
# C5H11O2

A cluster of 2 separate species, C5H11O2 in total (wB97M-V/def2-TZVPD, the OMol25 dataset).

Computed properties:
**HOMO level**: -2.4 eV
**LUMO**: 3.4637 eV
**Net charge**: -1
**Frontier orbital gap**: 5.87 eV

Positions of all 18 atoms, in Å:
C1 1.813 -1.017 0.516
C2 1.498 0.419 0.240
C3 2.230 1.118 -0.630
O1 1.921 2.438 -0.898
H1 0.852 -1.635 0.595
H2 2.443 -1.391 -0.333
H3 2.361 -1.052 1.494
H4 0.532 0.803 0.575
H5 3.128 0.741 -1.167
H6 2.291 2.695 -1.758
C4 -2.271 -0.481 0.895
O2 -0.951 -0.353 1.297
C5 -2.551 -0.316 -0.588
H7 -2.882 0.298 1.391
H8 -2.699 -1.461 1.220
H9 -3.613 -0.460 -0.899
H10 -1.882 -1.066 -1.095
H11 -2.222 0.720 -0.855



<C>
# C5H11O2

A cluster of 2 separate species, C5H11O2 in total (wB97M-V/def2-TZVPD, the OMol25 dataset).

Computed properties:
**HOMO level**: -2.3 eV
**LUMO**: 3.3671 eV
**Net charge**: -1
**Frontier orbital gap**: 5.69 eV

Positions of all 18 atoms, in Å:
C1 -0.035 -1.486 1.285
C2 0.770 -2.514 1.504
O1 1.326 -2.774 2.757
H1 -0.363 -1.249 0.288
H2 -0.199 -0.783 2.091
H3 1.162 -3.144 0.708
H4 1.389 -3.731 2.840
C3 -1.529 1.613 -0.532
O2 -1.446 0.771 0.522
C4 -0.520 1.246 -1.655
C5 0.904 1.398 -1.130
H5 -1.301 2.679 -0.255
H6 -2.548 1.597 -1.001
H7 -0.667 1.858 -2.557
H8 -0.734 0.198 -1.897
H9 1.659 0.948 -1.788
H10 0.974 0.915 -0.154
H11 1.158 2.459 -1.026



Relative energies, in hartree, with the most stable structure set to zero: <A> 0.0148; <B> 0.0054; <C> 0.0000.



<A>
# C5H11O2

The ion C5H11O2 with charge -1 (wB97M-V/def2-TZVPD, the OMol25 dataset).

Computed properties:
**HOMO level**: -2.0 eV
**LUMO**: 3.5099 eV
**Net charge**: -1
**Frontier orbital gap**: 5.54 eV
**SMILES string**: [O-]CCCCCO

Positions of all 18 atoms, in Å:
O1 0.405 -3.445 0.591
C1 0.686 -2.097 0.894
C2 -0.547 -1.119 1.116
C3 -0.320 0.284 0.744
C4 0.308 0.625 -0.579
C5 -0.104 2.027 -1.298
O2 -1.201 1.611 -2.081
H1 1.193 -1.767 -0.131
H2 1.521 -1.744 1.635
H3 -0.788 -1.011 2.176
H4 -1.299 -1.570 0.439
H5 -0.988 0.987 1.122
H6 0.509 0.469 1.424
H7 0.489 -0.027 -1.522
H8 1.360 0.694 -0.156
H9 0.857 2.477 -1.847
H10 -0.365 2.827 -0.561
H11 -1.719 0.781 -1.967



<B>
# C5H11O2

A cluster of 2 separate species, C5H11O2 in total (wB97M-V/def2-TZVPD, the OMol25 dataset).

Computed properties:
**HOMO level**: -3.8 eV
**LUMO**: 3.9132 eV
**Net charge**: -1
**Frontier orbital gap**: 7.71 eV

Positions of all 18 atoms, in Å:
C1 1.117 -1.461 0.431
C2 -0.130 -2.334 0.529
C3 1.279 -0.409 1.511
H1 2.022 -2.035 0.231
H2 1.049 -1.030 -0.568
H3 -1.015 -1.760 0.809
H4 0.792 -0.772 2.417
H5 2.310 -0.058 1.457
H6 -0.038 -3.116 1.297
H7 -0.318 -2.831 -0.420
H8 0.707 0.475 1.216
C4 -1.692 2.430 -1.019
C5 -0.380 1.838 -1.566
O1 0.674 2.052 -0.923
O2 -0.496 1.142 -2.609
H9 -1.709 3.526 -1.157
H10 -1.677 2.236 0.043
H11 -2.497 2.107 -1.680



<C>
# C5H11O2

A cluster of 2 separate species, C5H11O2 in total (wB97M-V/def2-TZVPD, the OMol25 dataset).

Computed properties:
**HOMO level**: -3.8 eV
**LUMO**: 3.6547 eV
**Net charge**: -1
**Frontier orbital gap**: 7.50 eV

Positions of all 18 atoms, in Å:
C1 -2.360 0.023 -2.629
C2 -1.108 0.976 -2.502
O1 -1.345 2.178 -2.732
O2 -0.058 0.420 -2.121
H1 -3.180 0.696 -2.896
H2 -2.541 -0.328 -1.609
H3 -2.222 -0.786 -3.353
C3 1.070 -0.163 0.984
C4 2.437 -0.489 1.643
C5 -0.036 -0.233 2.043
H4 0.816 -0.649 0.051
H5 1.243 0.896 0.741
H6 2.492 -1.562 1.841
H7 3.292 -0.199 1.029
H8 -0.197 0.741 2.516
H9 0.175 -0.988 2.805
H10 2.497 -0.008 2.618
H11 -0.975 -0.525 1.572



<D>
# C5H11O2

A cluster of 2 separate species, C5H11O2 in total (wB97M-V/def2-TZVPD, the OMol25 dataset).

Computed properties:
**HOMO level**: -3.8 eV
**LUMO**: 3.5842 eV
**Net charge**: -1
**Frontier orbital gap**: 7.40 eV

Positions of all 18 atoms, in Å:
C1 -0.414 0.840 0.960
C2 -0.721 1.708 -0.274
C3 1.086 0.766 1.330
O1 1.799 0.857 0.286
O2 1.412 0.486 2.497
H1 -1.061 1.150 1.800
H2 -0.765 -0.177 0.779
H3 -1.826 1.767 -0.137
H4 -0.570 1.289 -1.259
H5 -0.381 2.744 -0.240
C4 -1.108 -1.714 -1.238
C5 -1.052 -2.389 -2.598
H6 -0.163 -1.428 -0.765
H7 -1.797 -0.870 -1.263
H8 -1.595 -2.237 -0.407
H9 -1.052 -1.701 -3.434
H10 -0.203 -3.077 -2.558
H11 -2.037 -2.859 -2.763



Relative energies, in hartree, with the most stable structure set to zero: <A> 0.1713; <B> 0.0053; <C> 0.0000; <D> 0.0144.